ORCA calculation (ωB97M-V with the def2-TZVPD basis set) on an isolated molecule of C24H30N2O4S.

The geometry in XYZ format:
```
61
Properties=species:S:1:pos:R:3
S -3.1325 2.6658 -0.6285
O 0.1885 1.3445 -1.7985
O 6.2484 -0.1272 -0.7575
O -1.5845 -2.0311 2.6001
O 1.0999 -1.3425 1.5635
N -4.3760 -2.2698 -0.6182
N -2.2386 -0.5566 0.9876
C -4.8375 -1.2273 -1.5049
C -2.0059 1.7790 0.3411
C -4.3013 -1.9717 0.7883
C 0.0514 -0.8764 1.1711
C 2.1400 0.4332 -0.7215
C -0.1883 0.0942 0.1172
C -3.6546 -0.6383 1.2357
C 7.0631 -0.1926 0.4103
C 2.8490 0.1616 -1.8958
C 4.2160 0.3768 0.5050
C 4.2104 -0.0251 -1.8651
C -6.2755 -0.8138 -1.1960
C 4.9177 0.0696 -0.6609
C 8.5016 -0.0402 -0.0726
C -1.5508 2.5294 1.3813
C 2.8481 0.5519 0.4710
C -3.4547 -3.2308 -1.1719
C -2.0523 -2.7336 -1.5462
C -1.3296 -1.2542 1.7051
C -2.1011 3.8301 1.4018
C -1.6715 0.3555 0.0156
C 6.8600 -1.5195 1.1402
C -2.9680 4.0461 0.3808
C 0.6910 0.6178 -0.7731
H -6.3435 -0.3025 -0.2399
H -3.5257 4.9325 0.1534
H -1.5039 -3.5374 -2.0318
H -6.6377 -0.1415 -1.9699
H 7.4763 -1.5482 2.0345
H -3.8136 -0.5648 2.3168
H -4.1983 -0.3273 -1.4889
H -1.4958 -2.4319 -0.6631
H 9.1827 -0.0678 0.7728
H -4.1381 0.2100 0.7499
H 5.8193 -1.6527 1.4255
H -3.9257 -3.6426 -2.0724
H -5.3223 -1.9560 1.1925
H 7.1443 -2.3420 0.4882
H -0.8457 2.1639 2.1066
H -4.8028 -1.6304 -2.5203
H -2.1102 -1.8952 -2.2371
H 2.3226 0.0467 -2.8344
H 4.7242 0.4795 1.4501
H 4.7603 -0.2577 -2.7632
H -1.8589 4.5687 2.1446
H -3.3558 -4.0465 -0.4511
H 8.6226 0.9042 -0.5965
H 6.8189 0.6469 1.0768
H -6.9139 -1.6925 -1.1656
H 8.7472 -0.8487 -0.7558
H 2.3240 0.7979 1.3792
H -2.0459 0.1304 -0.9921
H -3.7621 -2.7810 1.2818
H 0.9080 1.6656 -2.3593
```

Max |F|, hartree/bohr: 0.01624
DFT total energy, eV: -47379.991
E_HOMO, eV: -7.917
ΔE to the lowest compared entry with this formula, charge and spin, kJ/mol: 178.3
Kohn-Sham gap, eV: 7.711
Total charge: 0
LUMO energy, eV: -0.2